ORCA calculation (ωB97M-V/def2-TZVPD) on C41H30Br2CdN3O5P as an isolated structure.

Results
* max |F|: 0.35 eV/Å
* Kohn-Sham gap (alpha / beta): 3.733 / 4.709 eV
* charge: -2
* energy above the lowest of the compared OMol25 structures with the same formula, charge and spin: 22.7 kcal/mol

Element x y z (Å)
Cd: -0.6553 -0.0298 0.6475
Br: -2.1447 -4.7836 6.1547
Br: 2.6029 -2.4497 4.2344
P: 1.4214 1.1718 -0.7184
O: 0.6267 -1.0853 2.2447
O: -2.2995 1.2832 -0.0848
O: -1.2751 1.6520 2.8142
O: -4.0744 1.3704 -1.4384
O: 2.8975 -2.2802 0.5469
N: -1.9971 3.6327 2.0079
N: -2.0552 -1.2296 2.2234
N: -1.7060 -1.2725 -0.9011
C: 4.2845 4.1536 1.2503
C: -3.0869 0.7835 -0.9750
C: -3.4818 -2.9135 3.8707
C: -2.8019 -0.6258 -1.4229
C: 0.0627 -1.8505 3.0859
C: -1.5309 3.5229 -3.3943
C: -1.4819 -2.5812 -1.2115
C: 3.6130 -1.8526 -2.6652
C: -3.3570 -1.2865 2.1260
C: -1.3935 -1.9945 3.1098
C: 2.7587 2.1564 1.6051
C: 4.0691 4.1647 -0.1755
C: 2.3234 0.1727 -1.9848
C: 3.7934 -1.3139 -3.9091
C: -3.4023 -2.5663 -2.7239
C: -4.1203 -2.1383 2.9452
C: 0.0543 -3.4590 4.9524
C: 3.2311 3.2036 -0.6804
C: 2.7928 -1.7123 -0.4528
C: 2.8922 -1.1082 -1.6642
C: 2.5400 2.2474 0.0872
C: -1.4123 2.1434 -3.5094
C: -2.0760 -2.8614 3.9915
C: 3.7189 3.2409 2.0573
C: -0.4831 1.4615 -2.7433
C: 0.7227 -2.6073 4.0650
C: -0.7097 4.2099 -2.5157
C: 0.2213 3.5236 -1.7424
C: -1.3029 -3.6007 4.9195
C: -2.0132 -4.6236 -2.4227
C: -1.0071 2.7311 2.3116
C: -0.4090 -3.2688 -0.6136
C: -2.3109 -3.2858 -2.1403
C: 0.3990 3.1554 1.9587
C: -3.6341 -1.2574 -2.3300
C: -0.9400 -5.2812 -1.8268
C: 1.4570 2.1840 2.4475
C: 0.3418 2.1421 -1.8461
C: 2.5554 0.6555 -3.2588
C: -0.1415 -4.5970 -0.9189
C: 3.2797 -0.0484 -4.2236
H: 3.2065 1.1883 1.8801
H: -2.0780 1.5880 -4.1582
H: -3.8148 -0.6449 1.3803
H: -1.7527 4.3079 1.3010
H: 0.4322 3.1685 0.8611
H: 3.9591 3.2475 3.1188
H: 0.2113 -2.7382 0.1032
H: -2.2833 4.0521 -3.9668
H: 0.6383 -4.0111 5.6766
H: -4.4670 -0.6820 -2.7133
H: 0.5773 4.1898 2.2649
H: 3.4230 0.3754 -5.2089
H: -5.1959 -2.1691 2.8312
H: 4.3374 -1.8822 -4.6548
H: -2.6466 -5.1499 -3.1316
H: 4.5619 4.8823 -0.8181
H: 4.9565 4.8871 1.6913
H: -0.7373 -6.3193 -2.0655
H: 1.7213 2.3864 3.4913
H: -0.4196 0.3828 -2.8206
H: -2.8788 3.1693 1.8367
H: 1.0239 1.1820 2.4611
H: -0.7986 5.2859 -2.4156
H: 3.0703 3.1933 -1.7573
H: -4.0403 -3.5752 4.5198
H: 0.8583 4.0620 -1.0510
H: 0.6922 -5.0939 -0.4345
H: 4.0002 -2.8339 -2.4234
H: 2.1360 1.6178 -3.5235
H: -4.0488 -3.0645 -3.4379

***

ORCA calculation (ωB97M-V/def2-TZVPD) on C41H30BrIrN10O9S2 as an isolated structure in a non-equilibrium geometry.

Results
* expectation value of S²: 0.76
* max |F|: 4.84 eV/Å
* Kohn-Sham gap (alpha / beta): 4.714 / 4.650 eV
* multiplicity: 2
* charge: -1
* energy above the lowest of the compared OMol25 structures with the same formula, charge and spin: 100.5 kcal/mol

Element x y z (Å)
Ir: 0.1196 -0.6575 -0.3499
Br: -7.6381 -4.6590 0.9099
S: -0.4795 -3.9922 1.7836
S: 0.8461 -4.0876 0.2434
O: -2.3613 -1.6509 -2.2093
O: 3.2478 -1.7937 3.9395
O: 4.2113 2.8699 -4.1373
O: 2.1524 -0.6085 0.0300
O: 0.9337 -2.7055 -0.4514
O: -1.4709 -1.9932 -0.1519
O: 2.1360 -4.3463 0.8572
O: -1.4599 0.5234 -0.2560
O: 0.4040 -5.0272 -0.7704
N: 1.8416 3.8991 0.2955
N: 0.1516 -0.7481 -2.4202
N: 5.9466 2.5292 -5.4410
N: 0.1564 -0.3751 -4.5385
N: 1.4315 -1.1018 2.1584
N: 1.0094 1.8865 0.2537
N: 2.1716 3.3621 1.4884
N: 6.3236 3.4037 -4.4231
N: 0.4651 -1.6854 -4.4100
N: 0.2177 -0.7120 1.6434
C: 0.2015 0.2499 -5.8453
C: 5.9495 5.9652 -0.8972
C: 4.6342 -1.6689 0.5445
C: 3.7042 -1.5271 1.5749
C: 2.3097 5.2192 -0.0717
C: 2.3484 -1.0703 1.2295
C: 3.8716 4.4122 -1.8565
C: 4.7097 2.2423 -5.2311
C: 5.3894 -2.2769 3.1338
C: 4.0810 -1.8611 2.8865
C: -2.4005 -2.0701 -1.0643
C: -0.7790 -0.5939 2.4318
C: 2.4809 1.2615 -5.6207
C: 0.4432 -1.8842 -3.1182
C: 3.8147 1.3730 -5.9896
C: 5.9213 -2.0981 0.7913
C: 6.2947 -2.3930 2.0992
C: 5.1009 4.4016 -2.4999
C: -4.6615 0.6952 1.3836
C: 1.1564 3.0010 -0.4254
C: -5.7803 -3.7628 -1.0521
C: 1.6230 0.4266 -6.3225
C: 1.6480 2.1588 1.4220
C: -2.3536 0.3709 0.7174
C: -4.5996 -3.1799 -1.4805
C: 2.1108 -0.2841 -7.4089
C: -6.0091 -3.8778 0.3094
C: 4.3047 0.6455 -7.0729
C: 4.7139 5.9775 -0.2582
C: 3.4457 -0.1729 -7.7825
C: 6.1505 5.1826 -2.0195
C: -0.0200 0.1763 -3.3396
C: 3.6660 5.2049 -0.7367
C: -5.0903 -3.4328 1.2432
C: -3.6580 -2.7338 -0.5632
C: -2.0802 -0.1235 2.0143
C: 5.2804 3.5749 -3.6902
C: -3.1069 -0.1771 2.9630
C: -4.3934 0.2215 2.6656
C: -3.6645 0.7714 0.4329
C: -3.9082 -2.8635 0.7963
H: -4.3898 -3.0531 -2.5343
H: 3.8186 -0.7446 -8.6216
H: 3.0712 3.7906 -2.2357
H: 0.6160 -2.8331 -2.6336
H: -5.2937 -3.5295 2.3005
H: 1.7346 1.4498 2.2293
H: -2.8712 -0.5624 3.9479
H: -0.3102 1.2099 -5.7641
H: 2.3470 -1.6166 3.5870
H: 6.6252 -2.2133 -0.0216
H: -5.6676 0.9984 1.1210
H: -3.8659 1.1247 -0.5700
H: 7.1045 5.1610 -2.5276
H: 0.7616 3.2082 -1.4072
H: -0.3572 -0.3856 -6.5302
H: 2.3397 5.8068 0.8437
H: 1.5664 5.6597 -0.7390
H: 1.4490 -0.9432 -7.9568
H: 4.5689 6.5879 0.6248
H: -0.3075 1.1997 -3.1698
H: 5.3505 0.7257 -7.3356
H: 7.3023 -2.7300 2.3115
H: 2.1145 1.8186 -4.7670
H: -0.6175 -0.8564 3.4720
H: 6.7599 6.5690 -0.5116
H: -5.1777 0.1521 3.4063
H: 5.6588 -2.5255 4.1514
H: -3.1720 -2.5074 1.5020
H: -6.5156 -4.1184 -1.7604
H: 4.3049 -1.4437 -0.4601

***

Look up the max |F| of the second one. 4.84 eV/Å

***

What is the energy above the lowest of the compared OMol25 structures with the same formula, charge and spin in the first record? 22.7 kcal/mol